a) 2 unconnected molecules or ions with the total composition C7H12. Source: the OMol25 dataset; level of theory: ωB97M-V with the def2-TZVPD basis set.

Each line ends with the Löwdin charge.
Atoms and positions in Å:
1 C -0.592 -1.212 0.713  -0.189
2 C 1.358 -0.584 -0.659  -0.200
3 H 0.015 0.970 -1.149  0.071
4 H -2.019 -0.311 -0.725  0.092
5 C -1.066 2.275 1.083  0.007
6 C 0.139 2.583 0.918  -0.013
7 H -0.409 -2.278 0.868  0.096
8 H 1.049 2.953 0.438  0.049
9 C 0.830 -0.604 0.784  -0.227
10 H 1.688 -1.593 -0.981  0.119
11 H 1.422 -1.266 1.430  0.104
12 H -2.170 2.247 1.280  0.057
13 C -1.068 -0.866 -0.737  -0.184
14 C 0.121 -0.093 -1.375  -0.234
15 H -1.263 -0.806 1.492  0.098
16 H 0.174 -0.111 -2.464  0.101
17 H 0.808 0.377 1.193  0.036
18 H 2.154 0.142 -0.734  0.097
19 H -1.171 -1.821 -1.375  0.121

## Properties
Net charge   0
Lowest unoccupied orbital energy   0.0428 Eh
Kohn-Sham gap   0.42113 Ha

---

b) A single C7H12 molecule. Source: the OMol25 dataset; level of theory: ωB97M-V with the def2-TZVPD basis set.

Each line ends with the Löwdin charge.
Atoms and positions in Å:
1 C -1.518 -0.025 -0.135  -0.316
2 H 0.787 -2.691 0.693  0.043
3 C -2.324 1.132 -0.187  0.002
4 H -0.587 0.561 1.774  0.114
5 H 1.417 1.951 0.762  0.090
6 H -0.702 0.039 -1.014  0.155
7 H -2.869 1.384 -1.086  0.048
8 H 0.100 2.042 -0.390  0.078
9 H -0.500 -1.173 1.450  0.096
10 C 1.025 1.481 -0.148  -0.066
11 C -0.479 -0.189 0.989  -0.148
12 H 2.284 -0.704 -1.119  0.101
13 C 0.694 0.050 0.084  -0.342
14 C 1.484 -2.309 -0.041  0.010
15 H -2.320 1.854 0.618  0.051
16 H 1.751 1.620 -0.950  0.081
17 C 1.536 -1.004 -0.387  -0.167
18 H 2.158 -3.027 -0.488  0.045
19 H -1.937 -0.993 -0.427  0.126

## Properties
Net charge   0
Lowest unoccupied orbital energy (spin up / spin down)   0.0139 / 0.0157 Eh
Kohn-Sham gap (spin up / spin down)   0.29328 / 0.26709 Ha

---

c) A single C7H12 molecule. Source: the OMol25 dataset; level of theory: ωB97M-V with the def2-TZVPD basis set.

Each line ends with the Löwdin charge.
Atoms and positions in Å:
1 H 1.254 -1.444 -1.005  0.118
2 C -1.779 -0.212 -0.283  -0.161
3 C 1.883 1.090 0.197  -0.078
4 H -3.912 0.145 -0.522  0.065
5 H -0.342 0.333 -1.710  0.110
6 H 1.292 1.976 0.424  0.085
7 H -2.935 0.349 -1.942  0.074
8 H 2.706 -0.217 2.286  0.055
9 H -2.926 1.608 -0.897  0.074
10 H -1.907 -0.893 0.555  0.105
11 H 1.939 1.095 -0.897  0.071
12 C 0.552 -1.062 -0.271  -0.177
13 C -0.589 -0.291 -0.857  -0.137
14 C 1.902 -0.774 1.819  0.033
15 H 1.253 -1.420 2.397  0.061
16 H 0.214 -1.858 0.397  0.106
17 C 1.437 -0.256 0.678  -0.370
18 C -2.951 0.516 -0.855  -0.110
19 H 2.910 1.315 0.490  0.076

## Properties
Net charge   0
Lowest unoccupied orbital energy   0.0405 Eh
Kohn-Sham gap   0.36663 Ha

---

Most stable of them? c).

---

a) 2 unconnected molecules or ions with the total composition C2H4O4S. Source: the OMol25 dataset; level of theory: ωB97M-V with the def2-TZVPD basis set.

Each line ends with the Löwdin charge.
Atoms and positions in Å:
1 O -0.374 1.617 -1.841  -0.280
2 S -0.980 0.841 0.259  1.138
3 H -1.194 1.665 -2.169  -0.109
4 C 0.569 -0.399 0.165  -0.410
5 O -0.776 1.819 1.282  -0.435
6 H 0.603 0.007 -1.706  0.044
7 H 1.462 0.101 0.717  0.172
8 H 0.717 -2.350 1.445  0.167
9 C 0.099 -1.398 1.175  -0.259
10 O 0.719 -0.791 -1.176  -0.047
11 O -0.846 -1.114 1.850  0.019

## Properties
Net charge   0
Lowest unoccupied orbital energy (spin up / spin down)   -0.0452 / -0.0452 Eh
Kohn-Sham gap (spin up / spin down)   0.32898 / 0.32890 Ha

---

b) 2 unconnected molecules or ions with the total composition C2H4O4S. Source: the OMol25 dataset; level of theory: ωB97M-V with the def2-TZVPD basis set.

Each line ends with the Löwdin charge.
Atoms and positions in Å:
1 C -1.463 1.243 -0.505  -0.132
2 H -1.208 0.187 -0.712  0.040
3 C 1.396 -0.833 1.706  -0.155
4 O 2.582 -1.663 -0.687  -0.391
5 S 1.255 -0.825 -0.504  0.888
6 O 2.199 -1.663 1.820  -0.063
7 O 0.132 -1.918 -0.056  -0.401
8 H 2.952 -1.949 0.206  0.063
9 H -0.264 -2.306 -0.872  0.082
10 H -2.073 1.541 0.367  0.089
11 O -1.100 2.148 -1.230  -0.020

## Properties
Net charge   0
Lowest unoccupied orbital energy   0.0052 Eh
Kohn-Sham gap   0.33639 Ha

---

Most stable of them? b).

---

a) 2 unconnected molecules or ions with the total composition C3H5NO4. Source: the OMol25 dataset; level of theory: ωB97M-V with the def2-TZVPD basis set.

Each line ends with the Löwdin charge.
Atoms and positions in Å:
1 O -1.593 1.073 -0.001  -0.093
2 H -0.633 0.667 1.866  0.093
3 O 2.642 -0.665 0.086  0.009
4 H -1.672 -0.090 -1.794  0.110
5 H -0.295 0.784 -1.565  0.114
6 C -1.196 0.270 1.117  -0.063
7 O 0.176 -1.611 0.157  0.068
8 C -0.499 -0.624 0.092  -0.364
9 H 2.298 -1.597 0.021  0.120
10 N 1.755 0.377 -0.120  -0.140
11 H -2.096 -0.262 1.510  0.146
12 O 2.170 1.435 -0.354  0.102
13 C -1.056 0.241 -1.014  -0.101

## Properties
Net charge   0
Lowest unoccupied orbital energy   0.0109 Eh
Kohn-Sham gap   0.38198 Ha

---

b) A molecular structure, C3H5NO4. Source: the OMol25 dataset; level of theory: ωB97M-V with the def2-TZVPD basis set.

Each line ends with the Löwdin charge.
Atoms and positions in Å:
1 H 0.748 0.651 1.486  0.164
2 O 0.716 -1.548 -0.379  -0.050
3 H -2.526 -1.283 0.662  0.156
4 C 1.619 -0.483 -0.131  -0.494
5 H -1.574 1.108 -1.430  0.148
6 H -0.198 -1.394 0.415  0.217
7 C 1.048 0.831 0.351  -0.193
8 H 2.024 1.417 0.509  0.158
9 O 2.785 -0.505 -0.401  0.117
10 C -0.957 0.643 -0.715  -0.097
11 N -1.294 -0.198 0.196  -0.071
12 O 0.089 1.495 -0.364  -0.018
13 O -2.481 -0.734 -0.201  -0.037

## Properties
Net charge   0
Lowest unoccupied orbital energy   0.0109 Eh
Kohn-Sham gap   0.37001 Ha

---

c) A single C3H5NO4 molecule. Source: the OMol25 dataset; level of theory: ωB97M-V with the def2-TZVPD basis set.

Each line ends with the Löwdin charge.
Atoms and positions in Å:
1 N -1.339 0.552 0.316  0.093
2 H 1.730 0.714 0.536  0.180
3 O 0.335 -0.746 1.324  0.092
4 O -1.647 -0.784 2.268  0.040
5 O 1.174 -0.518 -1.098  -0.047
6 C -0.843 -0.339 1.371  -0.523
7 H 0.336 1.331 -0.841  0.127
8 H 0.183 0.408 -2.586  0.172
9 C 1.318 -0.374 0.328  -0.130
10 O -1.044 0.087 -1.034  -0.100
11 H 2.043 -1.259 0.592  0.178
12 C 0.220 0.424 -1.446  -0.293
13 H -2.466 0.502 0.270  0.212

## Properties
Net charge   0
Lowest unoccupied orbital energy   0.0265 Eh
Kohn-Sham gap   0.39813 Ha

---

Most stable of them? c).

---

a) A molecular structure, C3H5NO4. Source: the OMol25 dataset; level of theory: ωB97M-V with the def2-TZVPD basis set.

Each line ends with the Löwdin charge.
Atoms and positions in Å:
1 H -1.286 1.755 -1.956  0.229
2 H -0.600 -1.745 -0.473  0.163
3 C 0.786 0.741 1.133  -0.310
4 O 1.162 1.041 2.315  -0.039
5 O -0.110 -0.218 -2.836  0.077
6 O -0.553 -1.092 1.804  -0.085
7 O -1.000 1.079 -1.177  0.097
8 H 1.216 -1.271 -0.596  0.156
9 N -0.101 -0.180 0.790  -0.196
10 H -0.803 -0.517 2.877  0.292
11 C -0.361 0.069 -1.670  -0.534
12 C 0.154 -0.865 -0.470  -0.041
13 H 1.496 1.203 0.256  0.191

## Properties
Net charge   0
Lowest unoccupied orbital energy   0.0056 Eh
Kohn-Sham gap   0.35968 Ha

---

b) A single C3H5NO4 molecule. Source: the OMol25 dataset; level of theory: ωB97M-V with the def2-TZVPD basis set.

Each line ends with the Löwdin charge.
Atoms and positions in Å:
1 C 1.558 0.236 0.015  -0.467
2 N -0.261 -1.322 -0.045  0.254
3 H -1.223 -1.569 -0.073  0.127
4 O 2.040 1.319 -0.105  0.177
5 H 3.239 -0.506 0.297  0.177
6 C -0.995 0.961 -0.237  -0.592
7 H -0.965 1.832 -0.879  0.138
8 O -2.157 0.265 -0.652  -0.078
9 O -1.113 1.299 1.035  -0.086
10 H 0.206 -2.007 0.468  0.118
11 C 0.150 -0.096 -0.227  -0.017
12 O 2.294 -0.884 0.240  0.091
13 H -2.774 0.473 0.163  0.159

## Properties
Net charge   0
Lowest unoccupied orbital energy (spin up / spin down)   -0.0522 / -0.0523 Eh
Kohn-Sham gap (spin up / spin down)   0.27184 / 0.27161 Ha

---

Most stable of them? b).

---

a) A single C3H5NO4 molecule. Source: the OMol25 dataset; level of theory: ωB97M-V with the def2-TZVPD basis set.

Each line ends with the Löwdin charge.
Atoms and positions in Å:
1 H -1.924 -0.799 1.955  0.120
2 N 2.350 1.818 -0.968  0.044
3 O -1.358 -0.520 0.000  0.005
4 C -0.031 -0.329 0.188  -0.565
5 O 0.551 -0.685 1.166  0.149
6 C -1.969 -1.346 0.972  -0.044
7 O 0.532 0.346 -0.794  0.119
8 O 1.547 2.450 -1.896  -0.057
9 H -1.569 -2.354 1.140  0.107
10 C 1.769 0.672 -0.525  -0.170
11 H -2.907 -1.304 0.489  0.085
12 H 2.288 0.114 0.211  0.125
13 H 0.721 1.937 -1.937  0.082

## Properties
Net charge   0
Lowest unoccupied orbital energy   0.0210 Eh
Kohn-Sham gap   0.37536 Ha

---

b) A molecular structure, C3H5NO4. Source: the OMol25 dataset; level of theory: ωB97M-V with the def2-TZVPD basis set.

Each line ends with the Löwdin charge.
Atoms and positions in Å:
1 O -0.140 0.137 1.075  -0.122
2 H -1.416 -1.647 -0.007  0.201
3 O -2.382 -1.008 0.108  -0.168
4 O -0.234 2.012 -0.319  0.053
5 H 2.006 0.596 1.601  0.165
6 N -2.139 0.487 -0.290  0.052
7 C -0.715 0.879 -0.012  -0.465
8 C 1.516 -0.336 -0.749  -0.227
9 H -2.337 0.703 -1.428  0.212
10 H 1.331 -1.285 1.675  0.188
11 C 1.242 -0.177 0.917  -0.155
12 O 0.566 -0.710 -1.313  0.044
13 H 2.701 0.349 -1.258  0.219

## Properties
Net charge   0
Lowest unoccupied orbital energy   -0.0049 Eh
Kohn-Sham gap   0.38000 Ha

---

Most stable of them? a).